{"formula": "C64H43MnN6O3", "method": "the ωB97M-V functional and the def2-TZVPD basis", "species": ["H", "C", "H", "C", "C", "C", "C", "C", "H", "H", "C", "C", "C", "H", "C", "H", "C", "C", "H", "H", "H", "C", "C", "H", "H", "H", "C", "C", "H", "C", "H", "O", "C", "H", "H", "C", "N", "H", "C", "N", "C", "H", "H", "C", "C", "C", "N", "H", "C", "C", "C", "H", "C", "H", "H", "H", "C", "N", "H", "C", "C", "H", "H", "C", "C", "C", "C", "N", "H", "H", "O", "H", "C", "C", "C", "C", "H", "C", "C", "C", "N", "O", "C", "H", "C", "C", "H", "C", "H", "H", "H", "C", "C", "C", "H", "C", "C", "C", "C", "H", "H", "C", "C", "C", "H", "H", "Mn", "C", "C", "C", "C", "C", "C", "C", "H", "C", "H"], "coordinates": [[-0.91980, 5.21066, -0.51804], [4.62043, -4.28099, -4.58200], [5.27502, -4.78298, -5.27874], [-1.28466, 2.28706, -0.05575], [-1.90160, 0.68765, -2.76588], [4.81405, -4.41722, -3.21810], [-4.87591, -6.22347, -0.35338], [6.18777, 1.70776, 3.96392], [0.79702, 2.37898, -3.18821], [-4.14673, -1.20555, 7.08039], [-0.02464, 4.13811, -4.10130], [-0.80865, 0.38261, 3.14484], [2.72767, -2.86747, -4.15973], [-1.20144, 1.50675, -5.98546], [-5.37337, -6.26690, -1.64583], [-1.42870, 6.69465, -2.41419], [-0.66985, 4.91268, -1.52333], [1.98234, -2.38373, -1.81639], [-0.91111, 5.99039, -4.71785], [4.51975, -1.11378, -1.78659], [6.81744, -0.31099, 3.63306], [-1.04953, -4.25425, -2.14906], [2.84724, 4.86227, 1.01647], [-0.52817, 3.30277, 2.03525], [-0.75521, 1.37276, 5.13316], [4.68818, -0.98736, 2.58471], [-3.12277, 2.18786, -4.28255], [1.10537, 4.54848, 2.63441], [-2.65690, 0.80223, -2.00238], [-4.68153, 1.65964, 5.36591], [7.12764, 2.01327, 4.40314], [0.86074, 1.56559, -0.96621], [2.16002, 4.05153, 0.13380], [-3.61732, -5.18663, 1.02863], [-3.88001, -3.50265, -2.88090], [0.92338, 3.51061, 0.48019], [-2.01998, -1.48776, 1.12313], [2.56837, 3.86868, -0.85248], [2.47683, -1.39773, -0.95740], [-3.97325, 2.90888, -4.55920], [-4.01400, -1.41562, 2.25449], [-5.51073, 0.86416, 7.18044], [5.62213, -5.03170, -2.84880], [-4.15976, -4.26675, -2.17152], [3.80607, -0.89207, -1.01508], [-0.95888, 5.73834, -2.59154], [-0.85653, -0.05324, -2.45802], [-3.72161, 2.19253, 3.52245], [4.82811, 0.02728, 2.92744], [-0.65767, 5.34867, -3.88625], [3.96117, 2.23511, 3.22618], [1.90940, -2.26994, -4.53438], [-3.17011, -0.64448, 5.27194], [5.28149, 3.63376, 4.15318], [3.17499, 2.95965, 3.09708], [0.83566, -4.58990, -3.20398], [-3.03316, 0.30211, 4.25987], [0.14851, 0.09409, 2.20710], [-4.75251, -1.12220, 2.97833], [0.24170, -4.02557, -2.50871], [-5.02236, -5.27792, -2.54932], [0.69270, 4.73463, 3.61519], [-5.01739, -2.90688, 1.01097], [0.00204, 0.30397, -4.66403], [-2.04926, 1.32165, -4.00860], [2.73793, -0.12070, 0.80278], [0.28070, 3.31463, -3.03361], [1.81092, -0.86345, 0.12057], [-5.28195, 2.55907, 5.39579], [-5.41829, -5.29781, -3.55530], [-2.12484, 3.15325, 0.11962], [1.88180, 1.56937, 4.62174], [3.78454, 0.93859, 2.74984], [-1.08936, 1.07769, -4.99916], [-1.38903, -3.27046, -1.17071], [-3.62936, -4.23070, -0.88486], [2.83779, 5.76631, 2.95749], [-0.06781, 3.67604, -1.74106], [2.91129, -3.00185, -2.78583], [-2.61907, -3.23319, -0.50031], [-0.32089, -2.45183, -0.93407], [-1.40911, 1.05797, 0.09871], [2.56485, 0.48723, 2.06152], [-1.70062, -5.02407, -2.51744], [3.97862, -3.77048, -2.32773], [3.96946, -0.09822, 0.08139], [0.96916, -0.75392, -3.06298], [-2.89455, -2.37594, 0.56844], [3.44631, -3.36080, -6.11046], [3.79491, 5.29761, 0.72667], [0.78499, 0.10435, -5.38234], [-4.14526, -2.33336, 1.26047], [3.58422, -3.49140, -5.04751], [-2.14059, -0.03015, 3.11804], [4.13661, -3.87049, -1.26372], [1.11261, 1.16104, 3.99365], [5.15125, 2.61441, 3.81847], [-4.81667, 0.70915, 6.36505], [-3.79658, 1.46250, 4.31679], [-5.14732, -6.99296, 0.35734], [4.83827, 0.46046, 0.37167], [0.41457, 3.73955, 1.74864], [0.09415, -0.20336, -3.37340], [0.68584, -2.90292, -1.74978], [-2.58352, -1.54963, 5.20426], [0.22293, 3.82930, -5.10790], [-0.24621, -0.77884, 0.30889], [-0.21902, 1.06188, 4.25478], [1.32387, 0.57889, 2.70339], [-4.05406, -0.44719, 6.31528], [0.16614, 2.74480, -0.57927], [6.01383, 0.40526, 3.52302], [-2.68108, -0.90430, 2.17105], [2.30989, 5.12386, 2.26709], [-6.01911, -7.07907, -1.94892], [-4.02116, -5.20788, 0.02742], [1.75983, 1.60968, -0.61797]], "forces_ev_per_angstrom": [[-0.05, 0.02, 0.06], [0.05, 0.00, -0.05], [0.07, -0.04, -0.06], [1.17, 0.49, -0.39], [-0.41, 0.35, -0.37], [0.16, -0.07, -0.01], [-0.15, -0.12, 0.06], [0.07, 0.03, 0.00], [-0.05, -0.06, -0.01], [-0.05, -0.01, 0.08], [-0.02, 0.19, -0.21], [-0.81, 0.12, 0.45], [-0.02, 0.07, 0.16], [0.00, 0.06, 0.01], [-0.07, -0.14, -0.04], [-0.08, 0.08, 0.02], [0.04, 0.02, -0.10], [-0.61, 0.00, 0.58], [-0.01, 0.04, -0.08], [0.10, -0.05, -0.07], [0.01, -0.07, 0.03], [0.33, 0.01, -0.26], [0.12, -0.01, 0.00], [-0.15, -0.03, 0.04], [-0.04, 0.05, 0.11], [0.03, -0.10, -0.03], [-0.78, 0.56, -0.17], [0.05, 0.12, 0.09], [-0.06, 0.10, 0.14], [-0.11, 0.11, 0.08], [0.03, 0.02, 0.06], [0.30, 0.36, -0.01], [0.01, 0.06, 0.01], [0.07, 0.03, 0.09], [0.07, 0.12, -0.05], [0.09, -0.08, 0.18], [0.54, -0.19, -0.63], [-0.03, 0.01, -0.09], [0.17, -0.39, -0.86], [-0.12, 0.04, -0.02], [0.30, 0.01, -0.18], [-0.04, 0.03, 0.00], [0.08, -0.05, 0.05], [-0.01, 0.01, 0.08], [-0.25, 0.05, 0.16], [-0.05, 0.11, 0.10], [0.22, -0.13, -0.05], [0.07, 0.03, -0.07], [-0.10, 0.01, 0.09], [0.05, 0.00, -0.16], [-0.05, -0.08, -0.14], [-0.11, 0.05, 0.01], [0.08, 0.06, -0.10], [-0.02, 0.11, 0.04], [-0.12, 0.03, -0.05], [0.09, -0.02, -0.06], [-0.06, 0.03, 0.16], [0.42, -0.12, -0.61], [-0.04, 0.04, 0.06], [-0.26, 0.07, 0.12], [-0.12, -0.10, -0.10], [-0.02, 0.00, 0.11], [-0.08, -0.10, -0.05], [0.00, -0.08, 0.00], [1.07, -1.01, 0.02], [-0.26, 0.11, 0.50], [0.14, -0.11, 0.31], [-0.49, 0.08, 0.35], [-0.01, 0.05, -0.01], [-0.03, -0.01, -0.07], [-0.40, 0.42, 0.17], [0.06, 0.07, 0.05], [0.21, 0.01, 0.14], [-0.26, 0.02, 0.35], [-0.36, 0.26, 0.55], [-0.09, -0.11, 0.00], [0.04, 0.06, 0.08], [0.08, 0.00, -0.41], [0.17, -0.07, -0.17], [0.34, 0.25, -0.26], [-0.34, 0.28, 0.50], [-0.20, -1.53, 0.28], [-0.16, -0.04, -0.47], [-0.07, -0.11, 0.04], [-0.09, 0.02, 0.01], [-0.04, -0.05, -0.26], [0.00, 0.03, -0.04], [0.20, 0.10, -0.07], [-0.06, -0.01, -0.12], [0.03, -0.01, 0.01], [0.05, 0.01, -0.01], [0.02, 0.18, 0.06], [0.06, -0.04, -0.18], [0.29, -0.28, -0.55], [-0.04, -0.01, 0.10], [-0.18, -0.02, 0.02], [0.15, 0.09, 0.11], [-0.01, 0.02, 0.06], [0.12, -0.07, -0.14], [-0.02, -0.04, 0.03], [0.13, 0.04, 0.02], [0.05, -0.03, -0.08], [-0.08, 0.05, -0.27], [1.13, 0.12, -0.32], [0.04, -0.09, 0.05], [0.06, -0.02, -0.09], [-0.10, -0.13, 0.75], [0.02, -0.16, -0.23], [-0.09, -0.31, -0.20], [0.03, -0.07, 0.09], [-0.83, -0.25, 0.33], [0.24, -0.02, 0.03], [-0.31, 0.64, 0.84], [-0.02, 0.14, 0.07], [-0.09, -0.02, -0.02], [0.06, -0.06, -0.11], [0.02, -0.04, 0.02]], "lowdin_spin": [0.000, -0.002, 0.000, 0.007, 0.001, 0.002, 0.000, 0.013, 0.000, 0.000, 0.000, 0.070, -0.002, 0.000, 0.008, 0.000, 0.000, -0.031, 0.000, -0.002, 0.000, 0.060, 0.000, 0.000, -0.002, 0.000, 0.000, 0.000, 0.000, 0.002, 0.001, 0.011, 0.001, 0.000, 0.000, 0.000, 0.009, 0.000, 0.068, 0.000, 0.003, 0.000, 0.000, 0.011, -0.004, 0.000, 0.017, 0.000, 0.015, 0.000, 0.014, 0.000, -0.001, 0.000, 0.000, -0.002, -0.003, 0.020, -0.002, -0.010, 0.000, 0.000, 0.004, 0.001, 0.001, 0.005, 0.000, 0.007, 0.000, 0.000, 0.008, 0.004, 0.017, 0.000, 0.003, 0.017, 0.000, 0.000, -0.004, 0.156, 0.009, 0.057, 0.165, 0.004, -0.003, 0.068, 0.001, 0.013, 0.000, 0.000, 0.000, 0.066, 0.002, -0.016, 0.000, 0.066, -0.001, 0.000, -0.001, 0.000, 0.004, 0.000, 0.001, 0.062, 0.000, 0.000, 3.913, 0.000, 0.011, 0.002, 0.001, 0.000, 0.073, 0.000, 0.001, 0.010, 0.000], "gap_ev": [3.842, 5.455], "multiplicity": 6, "charge": -1}